[1]
DFT (the ωB97M-V functional and the def2-TZVPD basis) results for one molecule with the formula C3H6N2O2.

Results
Largest force on an atom ... 0.019 Eh/bohr
Energy ... -10280.266 eV
HOMO level ... -7.47 eV
LUMO level ... 0.2 eV
ΔE to the lowest compared entry with this formula, charge and spin ... 104.5 kcal/mol

```
! RIJCOSX wB97M-V def2-TZVPD def2/J DEFGRID3
* xyz 0 1
N -1.931 -0.283 -0.521
C -0.798 0.177 0.017
O -0.752 1.495 0.205
C -0.001 -0.809 0.860
O 1.337 -0.495 0.845
C 1.564 0.271 -0.335
N 2.789 0.453 -0.595
H -2.608 0.337 -0.946
H -2.166 -1.266 -0.500
H -0.206 -1.811 0.450
H -0.371 -0.776 1.896
H 0.240 1.618 0.007
H 2.905 1.088 -1.384
*
```

Atom charges from the Mulliken analysis, given in e for atoms 1 to 4:
1. N -0.31
2. C 0.49
3. O -0.42
4. C -0.29

***

[2]
DFT (the ωB97M-V functional and the def2-TZVPD basis) results for one molecule with the formula C3H6N2O2 in a non-equilibrium geometry.

Results
Largest force on an atom ... 0.100 Eh/bohr
Energy ... -10279.916 eV
HOMO level ... -8.99 eV
SMILES ... [H]/N=C1/OCON1C
LUMO level ... 0.9 eV
ΔE to the lowest compared entry with this formula, charge and spin ... 112.6 kcal/mol

```
! RIJCOSX wB97M-V def2-TZVPD def2/J DEFGRID3
* xyz 0 1
C -1.685 -0.656 0.019
C 2.007 -0.366 0.099
C 0.301 0.951 -0.067
H -1.898 -1.733 0.235
H -2.177 0.062 0.678
H -1.920 -0.555 -1.039
H 2.907 -0.858 -0.464
H 1.919 -0.559 1.209
H -1.386 2.173 -0.226
N -0.202 -0.390 0.216
N -0.369 2.075 -0.177
O 0.811 -1.129 -0.457
O 1.693 0.984 -0.027
*
```

Atom charges from the Mulliken analysis, given in e for atoms 1 to 4:
1. C -0.81
2. C -0.03
3. C 0.48
4. H 0.27

***

[3]
DFT (the ωB97M-V functional and the def2-TZVPD basis) results for one molecule with the formula C3H6N2O2 in a non-equilibrium geometry.

Results
Largest force on an atom ... 0.101 Eh/bohr
Energy ... -10279.902 eV
HOMO level ... -9.78 eV
SMILES ... C/N=[N+](\[O-])C(C)=O
LUMO level ... -0.4 eV
ΔE to the lowest compared entry with this formula, charge and spin ... 112.9 kcal/mol

```
! RIJCOSX wB97M-V def2-TZVPD def2/J DEFGRID3
* xyz 0 1
C 1.503 0.103 -0.338
C 2.107 0.395 0.951
C -1.907 0.170 -1.254
N -0.532 -0.080 -1.386
N -0.009 0.011 -0.165
O -0.659 -0.030 0.888
O 1.955 0.041 -1.423
H 3.085 -0.035 1.199
H 2.310 1.425 0.715
H 1.367 0.315 1.747
H -2.312 -0.717 -0.785
H -2.388 0.433 -2.205
H -2.127 1.052 -0.570
*
```

Atom charges from the Mulliken analysis, given in e for atoms 1 to 4:
1. C 0.51
2. C -0.93
3. C -0.64
4. N -0.45

***

[4]
DFT (the ωB97M-V functional and the def2-TZVPD basis) results for one molecule with the formula C3H6N2O2 in a non-equilibrium geometry.

Results
Largest force on an atom ... 0.029 Eh/bohr
Energy ... -10279.116 eV
HOMO level ... -9.48 eV
SMILES ... C1=NOCCON1
LUMO level ... 0.8 eV
ΔE to the lowest compared entry with this formula, charge and spin ... 131.0 kcal/mol

```
! RIJCOSX wB97M-V def2-TZVPD def2/J DEFGRID3
* xyz 0 1
C 0.502 0.975 0.264
C 1.449 -0.153 -0.151
C -1.356 -0.999 -0.008
H 0.060 0.818 1.268
H 1.108 1.883 0.207
H 2.088 -0.520 0.729
H 2.143 0.148 -0.921
H -2.170 -1.461 0.525
H -2.190 0.777 0.124
N -0.290 -1.711 -0.015
N -1.588 0.285 -0.504
O 0.750 -1.181 -0.811
O -0.505 1.139 -0.706
*
```

Atom charges from the Mulliken analysis, given in e for atoms 1 to 4:
1. C -0.52
2. C -0.23
3. C 0.13
4. H 0.31

***

[5]
DFT (the ωB97M-V functional and the def2-TZVPD basis) results for one molecule with the formula C3H6N2O2 in a non-equilibrium geometry.

Results
Largest force on an atom ... 0.063 Eh/bohr
Energy ... -10278.111 eV
HOMO level ... -8.36 eV
SMILES ... C=C(/C=N\N)OO
LUMO level ... 0.6 eV
ΔE to the lowest compared entry with this formula, charge and spin ... 154.2 kcal/mol

```
! RIJCOSX wB97M-V def2-TZVPD def2/J DEFGRID3
* xyz 0 1
C -0.482 -0.655 -0.029
N 0.507 1.993 -0.075
C -0.408 0.222 -1.161
C -1.483 -1.405 0.405
O 0.585 -0.392 1.082
O 1.927 -0.454 0.572
N 0.003 1.457 -1.165
H 2.201 -1.358 0.784
H 1.060 2.815 -0.272
H 0.723 1.295 0.751
H -0.807 -0.143 -2.096
H -2.419 -1.423 -0.127
H -1.406 -1.953 1.330
*
```

Atom charges from the Mulliken analysis, given in e for atoms 1 to 4:
1. C 0.69
2. N -0.33
3. C -0.33
4. C -0.81

***

[6]
DFT (the ωB97M-V functional and the def2-TZVPD basis) results for one molecule with the formula C3H6N2O2 in a non-equilibrium geometry.

Results
Largest force on an atom ... 0.221 Eh/bohr
Energy ... -10277.024 eV
HOMO level (alpha / beta) ... -4.80 / -10.67 eV
⟨S²⟩ ... 2.0064
LUMO level (alpha / beta) ... 1.0 / -2.0 eV
ΔE to the lowest compared entry with this formula, charge and spin ... 62.3 kcal/mol

```
! RIJCOSX wB97M-V def2-TZVPD def2/J DEFGRID3
* xyz 0 3
C -0.992 1.528 -0.137
C 0.483 0.272 1.014
C -0.233 -1.573 -0.721
N -0.786 0.596 -0.965
N 0.215 -0.278 -0.367
O -0.355 1.416 1.017
O 1.868 0.655 1.031
H -1.532 2.483 -0.405
H 0.431 -0.270 1.984
H 0.410 -2.358 -0.320
H -1.261 -1.704 -0.424
H -0.387 -1.590 -1.817
H 2.139 0.825 0.112
*
```

Atom charges from the Mulliken analysis, given in e for atoms 1 to 4:
1. C -0.17
2. C 0.26
3. C -0.81
4. N -0.64

***

[7]
DFT (the ωB97M-V functional and the def2-TZVPD basis) results for one molecule with the formula C3H6N2O2S in a non-equilibrium geometry.

Results
Largest force on an atom ... 0.106 Eh/bohr
Energy ... -21113.328 eV
HOMO level (alpha / beta) ... -8.78 / -8.78 eV
SMILES ... CNCC(=S)[N+](=O)[O-]
LUMO level (alpha / beta) ... -1.8 / -1.8 eV
ΔE to the lowest compared entry with this formula, charge and spin ... 150.4 kcal/mol

```
! RIJCOSX wB97M-V def2-TZVPD def2/J DEFGRID3
* xyz 0 1
C -1.249 0.429 0.642
C 1.583 -0.353 -0.701
C -0.925 -0.172 -0.768
N 0.378 0.343 -0.989
N -0.394 0.124 1.723
O 0.271 -0.891 1.549
O -0.489 0.821 2.740
S -2.499 1.461 0.780
H 1.412 -1.274 -1.229
H 2.382 0.235 -0.856
H 1.642 -0.706 0.347
H -1.664 -0.027 -1.607
H -0.779 -1.314 -0.577
H 0.328 1.323 -1.053
*
```

Atom charges from the Mulliken analysis, given in e for atoms 1 to 4:
1. C 0.00
2. C -0.85
3. C -0.45
4. N -0.25

***

[8]
DFT (the ωB97M-V functional and the def2-TZVPD basis) results for one molecule with the formula C3H6N2O2S in a non-equilibrium geometry.

Results
Largest force on an atom ... 0.081 Eh/bohr
Energy ... -21113.781 eV
HOMO level (alpha / beta) ... -8.71 / -8.71 eV
LUMO level (alpha / beta) ... 0.2 / 0.2 eV
ΔE to the lowest compared entry with this formula, charge and spin ... 139.9 kcal/mol

```
! RIJCOSX wB97M-V def2-TZVPD def2/J DEFGRID3
* xyz 0 1
C -1.085 0.005 -0.267
C 0.811 -0.186 1.119
C 1.596 -0.175 -0.266
N -0.513 0.568 0.803
N 0.778 -0.504 -1.315
O -3.428 1.252 -0.761
O -1.971 -0.959 -0.442
S -2.410 0.446 -1.385
H 0.362 -1.194 1.290
H 1.295 0.331 1.980
H 1.737 0.907 -0.349
H 2.615 -0.606 -0.138
H -0.286 1.552 0.779
H 0.500 -1.439 -1.048
*
```

Atom charges from the Mulliken analysis, given in e for atoms 1 to 4:
1. C 0.54
2. C -0.64
3. C -0.34
4. N -0.35

***

[9]
DFT (the ωB97M-V functional and the def2-TZVPD basis) results for one molecule with the formula C3H6N2O3 in a non-equilibrium geometry.

Results
Largest force on an atom ... 0.064 Eh/bohr
Energy ... -12329.171 eV
HOMO level ... -9.94 eV
SMILES ... [H]/N=C(/CC(=O)O)ON
LUMO level ... 0.7 eV
ΔE to the lowest compared entry with this formula, charge and spin ... 70.5 kcal/mol

```
! RIJCOSX wB97M-V def2-TZVPD def2/J DEFGRID3
* xyz 0 1
C 0.803 0.643 0.458
C 0.248 1.833 -0.357
C 0.294 -0.619 -0.090
N -1.060 -2.362 0.836
O 0.081 -1.476 1.037
O 1.068 2.227 -1.349
N 0.008 -0.972 -1.287
O -0.818 2.383 -0.160
H 0.578 2.936 -1.815
H -1.479 -2.326 1.770
H -1.713 -1.803 0.276
H -0.364 -1.933 -1.242
H 1.895 0.662 0.440
H 0.459 0.806 1.484
*
```

Atom charges from the Mulliken analysis, given in e for atoms 1 to 4:
1. C -0.31
2. C 0.60
3. C 0.43
4. N -0.58

***

[10]
DFT (the ωB97M-V functional and the def2-TZVPD basis) results for one molecule with the formula C3H6N2O4 in a non-equilibrium geometry.

Results
Largest force on an atom ... 0.081 Eh/bohr
Energy ... -14374.679 eV
HOMO level ... -8.57 eV
SMILES ... O=C(/C=C(/O)NO)NO
LUMO level ... 0.0 eV
ΔE to the lowest compared entry with this formula, charge and spin ... 123.3 kcal/mol

```
! RIJCOSX wB97M-V def2-TZVPD def2/J DEFGRID3
* xyz 0 1
C 0.228 -0.298 -1.208
C -0.960 0.267 -0.804
C -1.257 0.737 0.483
H 2.450 -2.014 -0.636
H 1.321 0.070 0.542
H 1.198 -1.037 -2.712
H -1.727 0.485 -1.539
H -0.410 -0.532 1.929
H -1.511 1.522 2.600
N 1.272 -0.463 -0.339
N -0.408 0.460 1.531
O 2.427 -1.037 -0.852
O 0.286 -0.798 -2.437
O -2.322 1.314 0.762
O -0.587 1.322 2.684
*
```

Atom charges from the Mulliken analysis, given in e for atoms 1 to 4:
1. C 0.37
2. C -0.65
3. C 0.69
4. H 0.35